Here is 15 unconnected molecules or ions with the total composition C30H90O15 from the OMol25 dataset. Energies are from ωB97M-V/def2-TZVPD.

The geometry in XYZ format:
```
135
Properties=species:S:1:pos:R:3:forces:R:3
C 5.727 1.380 -1.221 1.71 0.32 -0.76
C 4.488 2.172 -1.431 -0.17 1.07 0.91
O 3.467 1.632 -0.607 -0.95 0.20 -0.38
H 6.597 2.009 -1.540 -0.52 -0.63 0.12
H 5.799 0.412 -1.722 -0.33 0.17 -0.25
H 5.863 1.173 -0.184 0.05 0.01 0.91
H 4.245 2.286 -2.475 -0.53 -0.48 -0.65
H 4.646 3.211 -1.113 0.25 -0.09 0.13
H 2.743 2.299 -0.489 0.32 -0.62 -0.12
C 0.091 4.665 5.294 -1.21 -1.34 0.26
C 1.123 3.679 4.812 0.76 0.77 -0.69
O 0.857 2.483 5.472 0.38 -1.93 -0.45
H 0.005 4.472 6.379 0.14 0.77 -0.28
H -0.884 4.259 4.893 0.77 0.90 0.22
H 0.278 5.700 5.009 -0.13 -0.08 0.16
H 2.163 4.015 5.005 -0.36 -0.01 0.05
H 1.028 3.582 3.724 0.09 -0.17 -0.06
H 1.155 1.707 4.921 -0.35 1.01 0.71
C -2.553 4.301 1.109 0.86 -0.16 0.41
C -3.288 4.746 -0.100 1.19 0.55 -1.94
O -4.464 4.030 -0.307 -1.19 -0.71 -0.52
H -1.526 4.734 1.115 -0.77 -0.16 0.14
H -2.450 3.216 1.061 0.03 -0.04 0.20
H -3.065 4.586 2.005 -0.22 0.03 0.74
H -2.556 4.539 -0.913 -0.68 0.29 -0.11
H -3.473 5.837 -0.114 -0.01 -0.32 0.15
H -4.610 3.754 -1.244 0.75 0.42 0.99
C 3.949 -0.916 -4.014 -0.23 1.18 0.30
C 2.793 -1.040 -3.031 -0.81 0.24 -0.10
O 3.248 -1.089 -1.685 -0.06 -0.49 -0.22
H 3.655 -1.111 -5.043 0.02 -0.67 0.01
H 4.728 -1.556 -3.598 0.19 -0.06 -0.60
H 4.313 0.126 -4.088 0.08 -0.40 0.48
H 2.211 -1.941 -3.259 0.33 -0.14 0.26
H 2.029 -0.249 -3.110 0.39 0.12 -0.22
H 3.306 -0.184 -1.356 -0.05 0.32 0.27
C 3.757 -4.657 -0.146 0.24 -1.38 0.95
C 3.242 -3.613 0.813 -0.41 -0.84 0.49
O 2.220 -4.170 1.671 1.04 -0.59 0.44
H 3.002 -5.188 -0.692 -0.84 0.09 -0.25
H 4.272 -5.500 0.387 -0.05 0.88 -0.20
H 4.414 -4.245 -0.868 0.88 0.50 -0.61
H 2.687 -2.845 0.310 0.38 0.77 -0.41
H 4.099 -3.252 1.417 -0.57 0.30 -0.31
H 2.682 -4.892 2.142 -0.67 0.36 -0.12
C 1.082 4.498 -2.052 -0.56 0.64 0.64
C 0.411 4.244 -0.679 1.85 0.08 -0.24
O 1.144 3.227 0.021 0.04 0.10 -0.06
H 0.561 5.350 -2.513 -0.10 -0.38 -0.10
H 1.019 3.625 -2.702 0.02 0.03 0.06
H 2.116 4.856 -1.984 -0.04 -0.41 0.30
H -0.608 3.998 -0.800 -1.12 -0.79 -0.37
H 0.384 5.162 -0.094 0.35 0.25 0.11
H 0.645 2.762 0.730 -0.15 0.17 -0.57
C 1.159 -5.214 4.633 -2.12 -1.35 -0.95
C 0.835 -3.792 4.934 1.39 0.34 2.05
O -0.538 -3.482 4.968 -0.02 -1.68 -0.36
H 0.755 -5.820 5.455 0.45 -0.28 -0.28
H 2.198 -5.439 4.398 0.10 0.33 0.53
H 0.594 -5.511 3.702 0.41 0.19 0.83
H 1.334 -3.239 4.201 0.69 1.37 -1.34
H 1.345 -3.533 5.918 -0.70 -0.11 -0.83
H -0.610 -2.545 5.045 -0.33 1.36 0.27
C -3.212 0.662 4.913 1.05 0.69 -0.94
C -1.714 0.692 4.571 0.33 1.21 0.54
O -1.199 -0.623 4.459 0.86 -0.52 0.38
H -3.314 -0.152 5.621 -0.53 -0.15 -0.03
H -3.786 0.583 3.986 -0.35 -0.38 0.35
H -3.445 1.614 5.390 -0.29 -0.05 0.02
H -1.248 1.186 5.468 0.11 -0.71 -1.03
H -1.402 1.285 3.656 -0.70 -0.50 0.97
H -1.591 -1.109 3.718 -0.49 0.20 -0.19
C 3.553 0.545 2.759 1.49 -0.41 -2.10
C 2.592 -0.516 3.205 0.71 0.55 -0.13
O 1.435 0.068 3.718 -0.67 0.54 -0.02
H 3.851 1.223 3.545 0.03 -0.02 0.42
H 3.227 1.170 1.902 -0.17 -0.44 0.42
H 4.486 0.012 2.350 -1.15 0.81 0.71
H 3.045 -1.018 4.005 1.00 -1.05 1.29
H 2.380 -1.283 2.476 -0.19 -0.02 -0.76
H 0.875 -0.655 4.012 -0.87 0.26 0.24
C -3.522 4.145 -5.133 -0.15 -0.02 0.04
C -4.262 3.076 -4.340 0.01 0.99 0.58
O -3.705 2.891 -3.043 -0.02 -0.28 -0.16
H -4.029 4.196 -6.106 0.10 0.56 0.19
H -2.468 3.943 -5.344 -0.10 -0.21 0.25
H -3.570 5.089 -4.540 -0.09 -0.54 -0.75
H -4.364 2.113 -4.792 0.22 -0.62 -0.82
H -5.283 3.444 -4.236 -0.13 -0.01 0.29
H -3.075 2.164 -3.162 0.27 0.19 0.47
C -3.420 -2.865 -3.368 -0.27 1.01 0.63
C -2.397 -2.622 -4.502 0.54 -0.99 1.34
O -1.223 -1.898 -4.071 -0.89 -0.16 -0.23
H -3.529 -1.915 -2.783 0.06 -0.53 -0.55
H -3.213 -3.617 -2.584 0.34 0.08 -0.76
H -4.423 -3.069 -3.781 0.41 -0.08 0.05
H -2.899 -2.102 -5.281 -0.28 1.02 -0.59
H -2.102 -3.559 -4.980 0.15 -0.15 0.24
H -0.514 -2.545 -3.876 -0.30 0.06 -0.15
C -4.137 -3.457 1.486 0.37 -0.85 -0.97
C -3.682 -2.822 2.747 -0.72 0.47 1.78
O -2.331 -2.378 2.710 0.33 -0.35 -0.06
H -3.426 -4.215 1.145 0.03 -0.16 0.20
H -4.256 -2.806 0.622 -0.01 0.46 0.23
H -5.072 -3.960 1.659 -0.53 -0.22 0.00
H -3.894 -3.485 3.653 0.58 0.58 -1.16
H -4.300 -1.927 2.945 0.35 -0.18 -0.09
H -1.735 -3.101 2.973 -0.28 0.12 0.00
C -0.195 -3.951 -1.338 -0.45 -0.04 -1.07
C 0.902 -4.281 -2.269 0.76 0.85 -3.01
O 0.483 -3.931 -3.690 0.22 -1.06 0.66
H -1.040 -4.600 -1.539 -0.10 -0.36 0.26
H -0.577 -2.956 -1.454 0.11 0.74 -0.06
H 0.200 -4.075 -0.371 0.15 -0.23 1.57
H 1.239 -5.291 -2.206 -0.39 -1.15 -0.17
H 1.837 -3.750 -2.206 0.11 0.78 0.89
H 0.968 -4.415 -4.395 -0.29 0.36 1.09
C -1.155 1.110 -5.899 -1.41 -1.82 -0.22
C -0.442 1.087 -4.570 1.84 -0.41 -0.61
O -1.236 0.941 -3.420 -0.29 0.68 -0.10
H -1.690 0.095 -6.045 0.65 1.60 0.11
H -0.449 1.210 -6.731 -0.05 0.10 0.22
H -1.895 1.923 -5.941 0.20 -0.33 -0.06
H 0.076 2.032 -4.490 0.12 0.45 0.39
H 0.403 0.325 -4.622 -1.13 0.56 0.25
H -1.518 0.029 -3.375 -0.01 -0.87 -0.09
C -1.389 0.218 -0.147 -0.92 0.17 -0.36
C -0.161 0.063 0.710 -0.19 -0.34 1.57
O 0.008 1.204 1.616 -0.51 -0.03 -1.47
H -1.400 -0.474 -0.985 0.16 -0.85 0.26
H -1.355 1.111 -0.751 0.11 0.92 0.27
H -2.391 0.165 0.338 0.92 0.03 0.04
H 0.701 -0.094 0.076 0.46 0.34 -0.23
H -0.218 -0.840 1.361 -0.19 0.39 -0.43
H 0.753 1.039 2.202 0.01 -0.48 0.37
```
Forces are in eV/Å.

Summary:
LUMO in eV: 0.311
Frontier orbital gap in hartree: 0.36092
Electronic energy in Ha: -2325.43825
Total charge: 0
Relative energy (zero: lowest compared OMol25 entry of this formula, charge and spin) in kcal/mol: 113.2

Here is a molecular structure, C15H32N3O7P2SiV from the OMol25 dataset. Energies are from ωB97M-V/def2-TZVPD.

The geometry in XYZ format:
```
61
Properties=species:S:1:pos:R:3:forces:R:3
V 0.198 0.732 -0.191 1.28 -0.56 0.37
C 2.241 2.133 -2.592 -0.03 0.05 0.00
P 2.264 0.802 -1.381 0.22 -0.13 -0.16
C 3.657 1.063 -0.266 0.04 0.01 0.00
C 2.557 -0.735 -2.278 0.02 -0.01 -0.03
H 3.111 2.024 -3.243 0.00 0.03 0.00
H 2.292 3.100 -2.091 -0.02 0.00 0.00
H 1.336 2.089 -3.200 0.01 0.00 0.00
H 3.964 0.112 0.168 -0.01 0.02 0.03
H 3.396 1.759 0.530 0.00 0.02 -0.03
H 4.495 1.473 -0.834 0.02 -0.04 0.00
H 3.550 -0.700 -2.732 0.00 0.00 0.00
H 1.818 -0.856 -3.071 -0.02 0.00 0.01
H 2.508 -1.588 -1.602 0.00 -0.01 0.00
O -1.803 0.369 -3.432 0.00 0.14 -0.15
C -1.512 -0.390 -2.589 0.31 0.18 0.63
O -0.796 0.102 -1.409 -1.20 -0.44 -1.35
C -1.761 -1.838 -2.480 -0.05 -0.01 0.01
C -2.586 -2.472 -3.414 0.05 -0.03 0.05
C -2.820 -3.836 -3.307 0.01 -0.05 0.04
C -2.244 -4.578 -2.279 -0.02 -0.03 -0.16
C -1.432 -3.913 -1.379 0.22 -0.13 0.20
C -1.179 -2.565 -1.456 0.17 0.09 0.04
N -0.788 -4.645 -0.268 -0.67 0.13 -0.14
O -0.841 -5.832 -0.247 0.18 -0.27 -0.03
O -0.288 -3.950 0.631 0.28 0.22 0.22
H -3.033 -1.897 -4.213 -0.01 0.01 -0.02
H -3.455 -4.331 -4.028 -0.01 0.00 0.00
H -2.413 -5.643 -2.187 -0.01 0.00 0.00
H -0.501 -2.116 -0.746 -0.09 -0.03 -0.04
N -2.872 0.169 2.465 -0.27 -0.01 -0.17
C -2.153 -1.028 1.890 -0.17 -0.02 -0.01
P -0.353 -0.810 2.298 0.24 0.14 0.03
O -0.356 0.388 3.167 0.00 -0.11 0.03
O 0.546 -0.763 1.026 -0.66 0.09 0.30
C 0.075 -2.343 3.210 0.28 -0.14 0.03
N 1.296 -3.065 2.731 0.19 -0.07 -0.06
H -3.686 -0.106 3.024 0.06 0.06 -0.06
H -3.204 0.823 1.747 0.05 -0.14 0.16
H -2.185 0.665 3.072 0.11 0.06 0.03
H -2.364 -1.130 0.825 -0.01 0.04 0.04
H -2.542 -1.909 2.397 0.00 -0.04 -0.11
H -0.739 -3.061 3.150 -0.05 0.00 0.06
H 0.221 -2.050 4.250 0.01 -0.02 0.00
H 1.067 -3.594 1.869 -0.04 0.04 0.03
H 1.608 -3.743 3.439 -0.03 0.10 -0.12
H 2.083 -2.436 2.537 -0.15 -0.11 0.05
C -0.354 4.684 -0.744 -0.01 0.08 -0.24
Si 0.305 3.991 0.822 -0.18 -0.19 -0.09
C -0.885 4.026 2.219 -0.16 -0.04 0.20
C 1.996 4.514 1.269 0.31 -0.03 0.07
O 0.424 2.221 0.467 -0.18 1.12 0.34
H -0.792 5.669 -0.564 0.01 0.01 0.02
H -1.143 4.056 -1.167 -0.03 0.03 -0.01
H 0.422 4.819 -1.500 -0.02 -0.01 -0.02
H -0.830 4.996 2.721 0.00 0.00 0.00
H -0.647 3.263 2.964 -0.02 0.02 0.01
H -1.916 3.914 1.876 -0.01 -0.05 0.02
H 1.964 5.574 1.538 0.02 0.01 0.00
H 2.708 4.419 0.448 0.02 0.00 0.01
H 2.373 3.973 2.139 0.03 0.02 0.00
```
Forces are in eV/Å.

Summary:
LUMO (alpha / beta) in eV: -9.531 / -9.166
⟨S²⟩: 0.7600
Frontier orbital gap (alpha / beta) in hartree: 0.31687 / 0.33040
Electronic energy in Ha: -3197.11556
Multiplicity: 2
Total charge: +3
Relative energy (zero: lowest compared OMol25 entry of this formula, charge and spin) in kcal/mol: 24.4

Here is 2 unconnected molecules or ions with the total composition C6H18NS from the OMol25 dataset. Energies are from ωB97M-V/def2-TZVPD.

The geometry in XYZ format:
```
26
Properties=species:S:1:pos:R:3:forces:R:3
C 1.414 -0.574 -0.818 0.59 0.27 0.04
C 0.948 -1.075 -2.166 -0.40 0.13 -0.22
C 0.758 -2.589 -2.156 -0.46 0.36 0.38
N 1.638 0.929 -0.852 -0.06 -0.09 0.22
H 0.741 -0.761 0.015 -0.31 -0.04 -0.16
H 2.365 -1.028 -0.539 0.03 0.01 -0.14
H 1.629 -0.764 -2.965 0.42 -0.19 0.24
H 0.019 -0.580 -2.471 -0.18 -0.10 0.34
H 1.637 -3.114 -1.787 0.18 -0.05 -0.39
H -0.045 -2.857 -1.462 -0.06 0.04 -0.10
H 0.448 -2.901 -3.147 0.23 -0.34 -0.02
H 1.737 1.246 -1.813 0.03 0.08 -0.14
H 0.809 1.423 -0.416 0.03 -0.17 -0.04
H 2.491 1.186 -0.354 -0.15 0.08 0.02
C -1.027 1.580 3.451 0.14 -0.23 0.24
C -0.687 0.770 2.209 -0.05 0.38 -0.13
S -1.098 1.731 0.689 0.02 -0.26 0.06
C -2.242 0.600 -0.164 0.47 -0.44 0.65
H -0.875 0.979 4.350 -0.03 -0.07 -0.07
H -2.065 1.901 3.431 0.00 0.09 0.00
H -0.372 2.444 3.555 -0.12 0.12 -0.14
H -1.239 -0.168 2.177 -0.04 0.02 -0.07
H 0.379 0.541 2.181 -0.01 -0.08 0.04
H -2.455 1.046 -1.128 -0.20 -0.12 -0.09
H -1.771 -0.382 -0.250 0.07 0.12 -0.41
H -3.135 0.416 0.430 -0.16 0.46 -0.11
```
Forces are in eV/Å.

Summary:
LUMO in eV: -3.115
Frontier orbital gap in hartree: 0.34975
Electronic energy in Ha: -692.10637
Total charge: +1
Relative energy (zero: lowest compared OMol25 entry of this formula, charge and spin) in kcal/mol: 0.0

Here is 2 unconnected molecules or ions with the total composition C2H8N2O2 from the OMol25 dataset. Energies are from ωB97M-V/def2-TZVPD.

The geometry in XYZ format:
```
14
Properties=species:S:1:pos:R:3:forces:R:3
N -0.628 2.468 1.994 -1.39 -0.05 1.77
C -1.799 2.009 2.617 -3.64 -0.80 1.31
O -1.667 0.765 3.356 2.07 -0.70 -1.38
H -0.249 3.351 2.320 0.01 -0.67 -0.72
H -0.463 2.027 1.138 0.89 0.11 -1.32
H -2.175 2.701 3.400 0.41 0.30 -0.85
H -2.777 1.710 1.985 2.42 1.30 0.33
H -2.165 0.694 4.148 -0.77 0.50 0.87
C 1.575 -2.146 -3.733 -3.44 -1.61 2.76
N 2.512 -3.060 -3.568 4.09 -1.96 1.27
O 0.402 -2.495 -3.488 1.28 1.30 -1.46
H 1.891 -1.159 -3.813 0.43 2.09 -0.83
H 2.059 -3.914 -3.270 0.19 -0.21 -0.05
H 3.484 -2.952 -3.085 -2.54 0.39 -1.68
```
Forces are in eV/Å.

Summary:
LUMO in eV: 0.873
Frontier orbital gap in hartree: 0.38359
Electronic energy in Ha: -340.93915
Total charge: 0
Relative energy (zero: lowest compared OMol25 entry of this formula, charge and spin) in kcal/mol: 57.3

Here is C3H9NOS2 in the gas phase from the OMol25 dataset. Energies are from ωB97M-V/def2-TZVPD.

The geometry in XYZ format:
```
16
Properties=species:S:1:pos:R:3:forces:R:3
N 0.365 0.966 -0.961 -1.04 0.05 -0.39
C 0.228 -0.102 0.009 0.88 -0.99 0.94
C 1.361 0.076 1.046 0.26 1.68 -0.28
O 2.692 -0.041 0.549 -0.16 -0.78 -0.28
C -1.089 -0.038 0.783 -0.24 0.27 -0.92
S -2.432 -1.016 0.049 -0.40 0.25 -0.29
S -2.950 0.047 -1.692 0.46 -0.86 0.34
H -0.395 0.878 -1.641 0.24 0.22 0.25
H 1.211 0.833 -1.484 0.54 0.02 -0.09
H 0.309 -1.095 -0.467 -0.05 0.02 0.22
H 1.285 1.155 1.247 0.05 -0.19 0.30
H 1.258 -0.414 2.014 -0.28 -0.55 -0.23
H 2.925 -0.980 0.454 -0.19 0.43 0.05
H -1.448 0.988 0.838 0.17 0.08 0.17
H -0.988 -0.433 1.793 -0.02 -0.09 0.04
H -2.333 -0.825 -2.536 -0.21 0.45 0.16
```
Forces are in eV/Å.

Summary:
LUMO in eV: 0.358
Frontier orbital gap in hartree: 0.34550
Electronic energy in Ha: -1046.05849
Total charge: 0
Relative energy (zero: lowest compared OMol25 entry of this formula, charge and spin) in kcal/mol: 17.0

Here is a molecular structure, C40H24N4S4Zn from the OMol25 dataset. Energies are from ωB97M-V/def2-TZVPD.

The geometry in XYZ format:
```
73
Properties=species:S:1:pos:R:3:forces:R:3
Zn 0.000 0.000 0.000 0.00 0.00 0.00
S -0.798 -5.736 -0.561 -0.57 0.12 -0.40
C -1.426 -7.257 -1.006 -0.01 0.16 -0.01
C -2.536 -7.154 -1.793 0.26 -0.37 0.19
C -2.897 -5.825 -2.049 0.36 0.62 0.25
C -2.055 -4.911 -1.452 0.23 -1.16 0.17
C -2.121 -3.479 -1.500 -0.32 0.90 -0.22
C -1.168 -2.691 -0.826 -0.08 -0.24 -0.06
N -1.173 -1.373 -0.829 -0.26 0.05 -0.18
C -2.137 -0.714 -1.511 -0.62 -0.49 -0.44
C -3.143 -1.409 -2.222 0.50 0.24 0.35
C -4.143 -0.675 -2.930 -0.08 0.36 -0.06
C -4.143 0.676 -2.930 -0.08 -0.36 -0.06
C -3.143 1.410 -2.222 0.49 -0.23 0.35
C -3.117 2.803 -2.204 0.54 0.15 0.39
C -2.121 3.480 -1.500 -0.31 -0.89 -0.22
C -1.168 2.692 -0.826 -0.08 0.23 -0.06
N -1.173 1.374 -0.829 -0.26 -0.04 -0.18
C -2.137 0.714 -1.511 -0.62 0.48 -0.44
C -2.055 4.912 -1.452 0.24 1.15 0.17
C -2.897 5.826 -2.049 0.35 -0.61 0.25
C -2.536 7.155 -1.793 0.29 0.36 0.21
C -1.426 7.258 -1.006 -0.03 -0.18 -0.02
S -0.798 5.737 -0.561 -0.57 -0.12 -0.40
C -3.117 -2.802 -2.204 0.54 -0.16 0.38
H -0.933 -8.142 -0.656 0.04 -0.23 0.03
H -3.072 -8.004 -2.173 -0.07 -0.15 -0.05
H -3.746 -5.560 -2.652 -0.17 0.09 -0.12
H -0.380 -3.178 -0.269 0.10 0.07 0.07
H -4.896 -1.235 -3.462 -0.12 -0.01 -0.09
H -4.896 1.236 -3.462 -0.12 0.01 -0.09
H -3.875 3.349 -2.740 -0.11 0.08 -0.08
H -0.380 3.179 -0.268 0.10 -0.07 0.07
H -3.746 5.561 -2.652 -0.17 -0.09 -0.12
H -3.072 8.005 -2.173 -0.07 0.16 -0.05
H -0.933 8.143 -0.656 0.04 0.24 0.03
H -3.875 -3.348 -2.740 -0.11 -0.08 -0.08
S -2.516 -0.002 5.247 0.64 0.00 0.31
C -2.764 -0.002 6.933 0.10 0.00 -0.12
C -1.594 -0.001 7.635 -0.48 0.00 0.10
C -0.466 0.000 6.805 0.00 0.00 -0.75
C -0.780 -0.001 5.463 -0.90 0.00 0.78
C 0.113 0.000 4.341 0.83 0.00 -0.51
C -0.386 0.000 3.024 -0.04 0.00 0.24
N 0.380 0.000 1.951 0.29 0.00 0.14
C 1.725 0.000 2.094 0.33 0.00 0.83
C 2.329 0.000 3.373 -0.35 0.00 -0.54
C 3.754 -0.001 3.481 0.29 0.00 -0.23
C 4.534 -0.001 2.378 -0.13 0.00 0.35
C 3.957 0.000 1.071 -0.62 0.00 -0.16
C 4.735 -0.001 -0.085 -0.47 0.00 -0.51
C 4.130 0.000 -1.342 -0.20 0.00 0.95
C 2.722 0.000 -1.372 0.21 0.00 -0.12
N 1.966 0.000 -0.292 0.23 0.00 0.22
C 2.550 0.000 0.928 0.90 0.00 0.05
C 4.890 -0.001 -2.558 0.43 0.00 -1.10
C 6.260 0.000 -2.709 -0.70 0.00 0.25
C 6.666 -0.001 -4.049 -0.08 0.00 -0.50
C 5.615 -0.002 -4.918 -0.07 0.00 0.16
S 4.108 -0.003 -4.122 0.50 0.00 0.50
C 1.499 -0.001 4.492 -0.64 0.00 -0.25
H -3.769 -0.003 7.307 -0.17 0.00 0.16
H -1.548 0.000 8.708 -0.02 0.00 0.18
H 0.537 0.002 7.190 0.22 0.00 0.04
H -1.455 0.000 2.864 -0.06 0.00 -0.13
H 4.183 -0.001 4.470 0.11 0.00 0.09
H 5.609 -0.001 2.453 0.12 0.00 0.08
H 5.808 -0.001 0.006 0.16 0.00 0.01
H 2.215 0.000 -2.327 -0.14 0.00 -0.01
H 6.958 0.002 -1.891 0.11 0.00 0.19
H 7.694 0.000 -4.364 0.16 0.00 -0.08
H 5.632 -0.003 -5.990 0.09 0.00 -0.22
H 1.942 -0.001 5.474 0.06 0.00 0.15
```
Forces are in eV/Å.

Summary:
LUMO in eV: -5.864
Frontier orbital gap in hartree: 0.24466
Electronic energy in Ha: -5129.45843
Total charge: +2